No. 1
A 2-piece molecular cluster, C23H49BO11PS overall. Source: the OMol25 dataset; level of theory: ωB97M-V/def2-TZVPD.

Structure (XYZ):
```
86
C23H49BO11PS | the OMol25 dataset | ωB97M-V/def2-TZVPD
C -5.26435 -2.82318 -1.36535
C -4.55687 -1.50483 -1.06930
O -3.15979 -1.74606 -0.90297
B -2.28753 -0.73417 -0.67339
O -2.76610 0.55767 -0.47315
P -0.32068 -1.15126 -0.60070
C 0.03376 0.31498 0.60563
C 1.50550 0.69236 0.70320
C 1.72070 2.08317 1.32265
C 3.01696 2.24148 2.13510
C 4.18292 2.91508 1.39684
C 3.83528 4.18770 0.61482
C 2.97244 5.20128 1.37734
C 2.06279 5.96686 0.43576
O 1.46276 7.07598 1.13971
C 0.09752 7.09012 1.19741
C -0.43559 6.82450 2.58142
O -0.57823 7.34016 0.24850
C -0.48138 -2.66636 -1.83807
C -0.74422 -2.62866 -3.35040
C -2.19756 -2.45380 -3.75401
O -2.30423 -2.43777 -5.17784
C -2.72747 -1.19382 -5.68379
C -0.31871 -2.47745 0.87431
C -1.55183 -2.67567 1.66167
O -2.36365 -3.53882 1.57410
O -1.84718 -1.61965 2.59138
C -1.05682 -1.46502 3.66945
C -1.29704 -0.14275 4.34353
O -0.27065 -2.29238 4.03440
S -0.11696 0.45868 -2.36730
C 1.30908 0.02315 -3.38830
O 0.19300 1.82157 -1.90111
O -1.30655 0.37063 -3.24156
H -5.95604 -2.72293 -2.20395
H -5.84013 -3.17041 -0.50575
H -4.52480 -3.58698 -1.60423
H -4.69498 -0.78875 -1.88443
H -4.94494 -1.04313 -0.15849
H -2.52485 1.13718 -1.20964
H 1.13732 -1.30694 -0.71671
H -0.29920 -0.00445 1.59491
H -0.56270 1.19166 0.36323
H 1.93934 0.68680 -0.30181
H 2.05424 -0.05918 1.28597
H 0.86241 2.32036 1.96207
H 1.68342 2.80493 0.50155
H 2.81599 2.78751 3.06250
H 3.35555 1.24803 2.44678
H 4.62971 2.20062 0.69795
H 4.96445 3.15262 2.12852
H 3.32875 3.91564 -0.31750
H 4.76968 4.67157 0.31332
H 2.36174 4.69438 2.12778
H 3.59779 5.93593 1.89294
H 1.28100 5.32284 0.02287
H 2.62897 6.37037 -0.40781
H -1.48837 6.55715 2.52538
H 0.13875 6.03560 3.06635
H -0.31756 7.73150 3.17910
H 0.47019 -3.19062 -1.67242
H -1.25823 -3.30990 -1.40631
H -0.44189 -3.60033 -3.76730
H -0.15539 -1.89483 -3.90367
H -2.61341 -1.53254 -3.34165
H -2.78929 -3.29902 -3.38528
H -2.76668 -1.28276 -6.77081
H -2.03796 -0.38975 -5.40100
H -3.73021 -0.93089 -5.31870
H -0.08413 -3.46514 0.48179
H 0.49787 -2.19043 1.53839
H -0.56395 0.56886 3.95683
H -2.28970 0.23762 4.11205
H -1.17061 -0.25608 5.41868
H 2.10792 0.71304 -3.12422
H 1.60108 -1.01240 -3.22418
H 0.99961 0.16075 -4.42627
C 2.19617 -6.60717 2.31649
C 2.01266 -5.23256 1.70037
O 2.72744 -5.09008 0.47590
H 3.25401 -6.80981 2.49106
H 1.66257 -6.67931 3.26548
H 1.80826 -7.38281 1.65096
H 2.40245 -4.45858 2.36011
H 0.95037 -5.02978 1.54307
H 2.37596 -5.73114 -0.15024
```

Summary:
Charge: -1
HOMO energy, Ha: -0.1588
Kohn-Sham gap, eV: 6.77
Energy, hartree: -2497.85074

---

No. 2
C23H49CeN2O2P3 as an isolated structure. Source: the OMol25 dataset; level of theory: ωB97M-V/def2-TZVPD.

Structure (XYZ):
```
80
C23H49CeN2O2P3 | the OMol25 dataset | ωB97M-V/def2-TZVPD
Ce 0.47479 -0.26158 -0.04349
P -0.18361 -1.10805 2.77603
P -2.35607 -0.20840 -0.68446
P -0.38720 2.02100 1.60689
H 2.59288 0.90223 -1.39257
C 2.34885 1.39854 -0.43154
C 2.60151 0.74716 0.77665
H 3.16809 -0.19718 0.78382
C 0.37171 -2.84672 3.00621
C -1.89785 -1.30140 3.40857
C 0.62409 -0.37616 4.24941
C -2.40513 0.59833 -2.33534
C -3.02054 -1.81531 -1.22388
C -3.80669 0.55830 0.12928
C 0.88736 3.03319 2.45153
C -1.76734 2.29887 2.77008
C -0.81506 3.20565 0.26835
H 2.04208 2.44426 -0.50929
H 2.49983 1.20961 1.76084
H 1.45879 -2.92605 2.86188
H -0.12732 -3.50883 2.28540
H 0.11732 -3.16938 4.02938
H -2.49837 -1.86280 2.68076
H -2.36983 -0.32588 3.57455
H -1.87959 -1.86059 4.35491
H 1.71187 -0.42796 4.12158
H 0.34692 -0.95065 5.14520
H 0.33436 0.67247 4.38729
H -3.42282 0.59080 -2.75957
H -1.71262 0.14723 -3.06662
H -2.10377 1.62795 -2.14766
H -3.99920 -1.62373 -1.68372
H -3.12955 -2.50669 -0.37753
H -2.34608 -2.25576 -1.96976
H -4.71963 0.32676 -0.43804
H -3.71515 1.65083 0.20594
H -3.92093 0.14405 1.14365
H 0.49988 4.05300 2.57467
H 1.79576 3.07165 1.84375
H 1.12576 2.60817 3.43371
H -1.93526 3.37910 2.88006
H -1.54324 1.88841 3.76211
H -2.68525 1.83361 2.39852
H -0.84841 4.21338 0.70383
H -1.78662 2.99311 -0.19662
H -0.06238 3.19879 -0.53257
C -1.32811 4.74232 -3.00446
C -1.65062 5.08747 -4.32959
C -0.95530 6.15257 -4.91769
C 0.04344 6.83130 -4.18722
C 0.26883 6.52429 -2.84110
C -0.47583 5.52141 -2.20935
O -1.75994 3.53431 -2.52422
H -1.99797 2.97648 -3.30793
H -2.38262 4.47640 -4.87461
H -1.19653 6.43001 -5.93662
H 0.63040 7.59839 -4.67842
H 1.02520 7.06316 -2.26766
H -0.36348 5.28711 -1.14882
C 3.90096 -2.63060 0.43153
N 3.10316 -3.72051 -0.11124
C 3.78914 -4.95599 -0.44601
C 2.82026 -6.09819 -0.32362
C 1.62572 -5.81839 -1.18486
N 1.04964 -4.53181 -0.83524
C -0.36173 -4.32743 -1.09189
C 1.81253 -3.51352 -0.40277
O 1.30977 -2.31764 -0.29039
H 4.05595 -1.83215 -0.31550
H 4.87089 -3.05444 0.72110
H 3.42544 -2.22033 1.34283
H 4.20185 -4.90814 -1.46736
H 4.62707 -5.07405 0.24298
H 2.50150 -6.18336 0.72339
H 3.29267 -7.04523 -0.61368
H 0.85566 -6.57029 -1.02428
H 1.89868 -5.82712 -2.25106
H -0.53684 -3.69554 -1.97444
H -0.79987 -5.31600 -1.25793
H -0.85626 -3.86781 -0.22608
```

Summary:
Charge: +3
HOMO energy (spin up / spin down), Ha: -0.5329 / -0.5329
Multiplicity: 2
Kohn-Sham gap (spin up / spin down), eV: 3.72 / 3.81
Energy, hartree: -2664.04149

---

No. 3
A 4-piece molecular cluster, C23H49Cl2FN4O8S overall. Source: the OMol25 dataset; level of theory: ωB97M-V/def2-TZVPD.

Structure (XYZ):
```
88
C23H49Cl2FN4O8S | the OMol25 dataset | ωB97M-V/def2-TZVPD
C 3.10744 -0.23178 6.43344
C 3.04666 1.18209 6.24605
N 2.74229 2.60729 5.85514
C 1.35076 3.05304 6.22893
Cl 1.20930 4.46741 7.47119
C 0.06413 2.50537 5.72398
C 0.03979 1.24723 4.67685
Cl -1.56937 3.22119 6.27298
S 3.17603 2.98572 4.21050
O 2.25572 4.08788 3.55412
O 4.60147 3.66020 4.27732
F 3.34645 1.63159 3.17209
H 3.25169 -1.41133 6.37813
H -0.96730 1.26067 4.03582
H 0.02674 0.24527 5.30094
H 0.91301 1.22115 3.89914
C 3.14511 -7.31347 4.35549
O 3.04831 -6.66885 3.09254
C 1.71286 -6.65572 2.57274
C 1.16613 -5.22020 2.54224
N 0.91335 -4.72127 3.89838
C 0.61715 -3.28505 3.94658
C 1.74904 -2.32088 3.53768
O 2.86268 -2.32648 4.43337
C 3.83829 -3.32152 4.15388
H 4.20360 -7.38740 4.61989
H 2.64117 -6.72785 5.12846
H 2.72490 -8.32268 4.31430
H 1.04387 -7.32849 3.12778
H 1.77392 -7.02534 1.54444
H 0.23247 -5.20217 1.97087
H 1.90036 -4.59503 2.02526
H 1.73272 -4.89842 4.47577
H 0.34146 -3.05889 4.98385
H -0.26962 -3.08107 3.33572
H 1.33886 -1.30540 3.58308
H 2.07450 -2.46525 2.50176
H 3.90620 -3.55605 3.08753
H 3.62740 -4.22415 4.73097
H 4.81032 -2.94603 4.48521
C 0.59620 0.45615 -4.11641
O 1.62703 0.18633 -3.17590
C 2.17496 1.37445 -2.59115
C 1.81864 1.44786 -1.09844
N 0.38797 1.71035 -0.90817
C -0.05402 1.55744 0.48254
C 0.01849 0.14212 1.09045
O -0.88277 -0.79018 0.48959
C -0.37177 -1.44298 -0.66487
H 0.32133 -0.48536 -4.59991
H -0.29030 0.85324 -3.61559
H 0.93906 1.15536 -4.88474
H 1.86111 2.28315 -3.12406
H 3.26257 1.29597 -2.68449
H 2.39845 2.24875 -0.62844
H 2.10692 0.49710 -0.64001
H -0.14783 1.06663 -1.48667
H -1.10085 1.88337 0.51390
H 0.50895 2.25220 1.11619
H -0.29679 0.22485 2.13700
H 1.03883 -0.25556 1.11669
H 0.71366 -1.57412 -0.62795
H -0.65991 -0.89334 -1.56327
H -0.83486 -2.43147 -0.72849
C -5.49876 2.39717 -8.12982
O -5.04602 3.60628 -7.53565
C -5.75067 3.93547 -6.33195
C -4.81362 3.82949 -5.11901
N -4.47075 2.43160 -4.83570
C -3.39949 2.28234 -3.84429
C -2.00206 2.80270 -4.23721
O -1.39299 2.07058 -5.30282
C -1.74217 2.52398 -6.60380
H -4.99978 2.28497 -9.09636
H -5.23438 1.53795 -7.50836
H -6.57966 2.42245 -8.29652
H -6.65287 3.32219 -6.19719
H -6.07140 4.97702 -6.43229
H -5.30632 4.26506 -4.24377
H -3.91656 4.41615 -5.33882
H -4.17308 1.98100 -5.69853
H -3.31271 1.20831 -3.63933
H -3.71069 2.75561 -2.90605
H -1.34897 2.65822 -3.36882
H -1.99312 3.87883 -4.44161
H -1.94558 3.59842 -6.63414
H -2.60042 1.96190 -6.97758
H -0.90282 2.31464 -7.27259
```

Summary:
Charge: 0
HOMO energy, Ha: -0.3215
Kohn-Sham gap, eV: 7.02
Energy, hartree: -3144.59535

---

No. 4
C23H49HfN3P4Se as an isolated structure. Source: the OMol25 dataset; level of theory: ωB97M-V/def2-TZVPD.

Structure (XYZ):
```
81
C23H49HfN3P4Se | the OMol25 dataset | ωB97M-V/def2-TZVPD
Hf 0.15720 0.45373 -0.38867
P 0.53232 2.79233 0.90344
P -2.57460 0.82471 -0.38478
P 0.24321 2.03181 -2.48354
H 2.05118 -1.62063 -0.28492
C 2.26545 -0.67008 -0.78036
C 2.59736 0.50634 -0.07986
H 2.94853 0.45223 0.95605
C 0.83782 2.82471 2.70572
C -0.71625 4.12099 0.84887
C 2.01611 3.70030 0.34830
C -3.63153 -0.40414 -1.27730
C -3.56286 0.81945 1.17069
C -3.34578 2.31931 -1.12202
C 1.96175 2.21477 -3.09325
C -0.35395 3.73510 -2.69585
C -0.56001 1.23988 -3.90937
H 2.50757 -0.83327 -1.84523
H 3.02751 1.34965 -0.62264
H 1.49597 2.00012 2.99369
H -0.11872 2.72613 3.22329
H 1.30164 3.76619 3.01533
H -1.65353 3.74370 1.27724
H -0.89312 4.43471 -0.18505
H -0.39147 4.99736 1.43236
H 2.89144 3.05210 0.44706
H 2.17925 4.60163 0.95249
H 1.91733 3.99285 -0.70101
H -4.68504 -0.10978 -1.05416
H -3.45476 -1.43101 -0.93113
H -3.46879 -0.38644 -2.36346
H -4.62777 0.93768 0.91800
H -3.26773 1.65323 1.81877
H -3.43395 -0.13531 1.69480
H -4.43878 2.22159 -1.01290
H -3.10421 2.38437 -2.19029
H -3.03331 3.23851 -0.61104
H 1.89418 2.57525 -4.12372
H 2.48422 1.25350 -3.06938
H 2.51097 2.94102 -2.48611
H -0.19401 4.03789 -3.74381
H 0.21686 4.40852 -2.04344
H -1.42594 3.80701 -2.46427
H -0.17341 1.66683 -4.84720
H -1.64610 1.38889 -3.84108
H -0.34081 0.15897 -3.85635
C 0.87996 -3.33163 -3.00033
C 2.22593 -3.55539 -2.65932
C 2.91124 -4.67847 -3.20227
C 2.28134 -5.54412 -4.10389
C 0.94404 -5.30633 -4.45286
C 0.25218 -4.19717 -3.91651
Se -0.36952 -1.85298 -2.24147
H 0.11244 -1.37675 -0.73396
H 2.75111 -2.89490 -1.96432
H 3.95367 -4.88751 -2.91032
H 2.82657 -6.39201 -4.52344
H 0.41879 -5.98208 -5.13471
H -0.79006 -4.03265 -4.20944
C -1.44753 -2.29220 4.17935
N -0.63451 -2.99098 3.12253
C 0.75103 -3.12433 3.59350
N 1.35164 -1.82851 3.96725
C 0.52234 -1.18881 5.00187
N -0.88090 -1.00593 4.55497
C -0.99355 0.00799 3.50414
P -0.09181 -0.51003 1.97802
C -0.72262 -2.25298 1.84529
C 1.52837 -0.92328 2.81238
H -1.47072 -2.88456 5.10184
H -2.46183 -2.14826 3.77594
H 1.35337 -3.60255 2.80738
H 0.76311 -3.74287 4.50475
H 0.96895 -0.20750 5.23183
H 0.46922 -1.82205 5.89678
H -2.05450 0.15104 3.26360
H -0.58157 0.95875 3.87667
H -0.11729 -2.72923 1.06461
H -1.77307 -2.23898 1.51094
H 2.18335 -1.37316 2.05285
H 1.99941 -0.00231 3.19245
```

Summary:
Charge: +4
HOMO energy, Ha: -0.7033
ΔE to the lowest compared entry with this formula, charge and spin, eV: 0.0000
Kohn-Sham gap, eV: 4.03
Energy, hartree: -4883.28181

---

> Which of these has the lowest energy?

C23H49HfN3P4Se

---

> Look up the charge of the third one.

0